DFT (the ωB97M-V functional and the def2-TZVPD basis) results for an isolated molecule of C9H22Si2 at a distorted geometry.

Each line ends with the Mulliken charge.
Element x y z (Å)
H (2.296, 2.517, -1.603)  0.339
H (3.239, 0.995, -1.697)  0.314
C (0.635, -0.962, -0.034)  -0.199
C (2.208, 1.431, -1.626)  -1.168
C (1.618, -2.038, 0.519)  -1.222
C (-1.519, -2.232, 0.051)  -1.553
H (0.250, -1.006, -1.108)  0.411
H (3.803, 1.591, 1.213)  0.315
H (1.059, -2.970, 0.524)  0.320
H (-3.897, 1.471, -0.269)  0.204
Si (1.705, 0.637, 0.017)  0.187
H (-3.862, -0.434, -0.349)  0.262
H (-4.072, 0.452, 1.218)  0.368
H (-2.098, 0.322, -2.467)  0.208
C (-0.909, 1.977, 1.231)  -1.048
C (-3.543, 0.501, 0.272)  -1.075
H (-2.520, -2.245, 0.408)  0.487
H (-0.725, -1.046, 1.707)  0.323
C (-1.504, 0.985, -1.675)  -0.810
Si (-1.678, 0.608, 0.211)  0.227
H (2.476, -2.440, -0.043)  0.302
H (3.814, -0.167, 1.711)  0.397
H (-1.002, -3.207, 0.404)  0.332
C (-0.844, -0.998, 0.588)  0.560
H (1.874, -1.562, 1.474)  0.340
H (2.755, 0.958, 2.447)  0.362
H (-1.359, -2.369, -1.043)  0.341
H (1.767, 1.195, -2.506)  0.524
H (-1.664, 2.005, -1.932)  0.388
H (-0.617, 1.909, 2.243)  0.381
C (3.147, 0.688, 1.415)  -1.223
H (-0.421, 2.652, 0.566)  0.399
H (-0.410, 0.779, -1.866)  0.003

Atomic forces in eV per Å
0.13 -0.03 0.33
-0.38 0.62 -0.16
-0.31 0.80 -1.82
2.76 0.04 2.91
-1.35 -0.28 -0.64
1.92 -2.19 0.06
1.57 -0.53 0.79
-0.54 -1.07 -0.11
-0.30 -0.17 1.16
0.41 -1.76 0.80
-1.53 0.49 1.81
0.38 1.74 0.87
0.05 -0.01 0.25
1.09 1.25 1.99
0.61 -2.04 -2.43
-1.17 -0.14 -1.53
-1.03 -0.38 -0.27
-0.30 -0.07 -0.76
0.94 -2.48 -0.89
-0.65 1.45 -0.47
0.16 1.34 -0.12
-0.60 0.44 -1.11
-0.86 1.44 -0.02
2.54 -0.42 0.99
0.30 -1.30 0.12
-0.27 -0.23 -1.32
-0.83 0.63 0.48
-1.90 -1.07 -2.38
-0.26 0.96 -0.11
0.23 0.20 1.00
0.02 1.12 0.79
0.20 1.31 0.08
-1.05 0.34 -0.29

The value obtained for the relative energy (zero: lowest compared OMol25 entry of this formula, charge and spin) is 74.4 kcal/mol. For the molar mass, the calculation gives 186.45 g mol⁻¹. The multiplicity is 1. The net charge is 0.